Record 1
Density functional theory data (ωB97M-V/def2-TZVPD) for a molecular structure, C6H17N2 at a distorted geometry.

ORCA input file:
```
! RIJCOSX wB97M-V def2-TZVPD def2/J DEFGRID3
* xyz 1 1
N 0.2101 -0.2602 2.0682
C -1.0831 -0.2724 1.3301
C -2.1328 0.6317 1.9740
C -0.7114 0.1977 -0.1046
N 0.6675 -0.2754 -0.3574
C 1.5080 0.6414 -1.1375
C 1.0435 0.8446 -2.5807
C 0.7193 -1.6781 -0.8129
H 0.3056 0.6101 2.6092
H 0.8908 -0.2725 0.9191
H 0.2986 -1.0293 2.7126
H -1.4726 -1.2911 1.3095
H -2.3434 0.2595 2.9759
H -1.7383 1.6476 2.0543
H -3.0552 0.6419 1.3944
H -0.6890 1.2871 -0.1414
H -1.4145 -0.1683 -0.8539
H 2.5196 0.2391 -1.1567
H 1.5652 1.6064 -0.6328
H 1.6500 1.6092 -3.0673
H 1.0861 -0.0879 -3.1445
H 0.0120 1.2119 -2.6150
H 1.7546 -2.0134 -0.8358
H 0.2504 -1.7768 -1.7884
H 0.1590 -2.3028 -0.1182
*
```

The total energy comes out at -9471.8181 eV. The LUMO energy comes out at -2.7 eV. The orbital gap comes out at 11.7157 eV.



Record 2
Density functional theory data (ωB97M-V/def2-TZVPD) for a single C6H3BrO molecule at a distorted geometry.

ORCA input file:
```
! RIJCOSX wB97M-V def2-TZVPD def2/J DEFGRID3
* xyz 0 1
C -1.1499 0.3313 0.2194
C -1.1884 -0.3173 -1.0967
C 1.0064 0.4802 1.9767
C -0.0015 0.2930 0.9032
C -0.2037 -0.4821 -1.9521
C 1.4295 -0.0587 0.8338
O 0.4541 -0.5942 -2.9062
Br 2.8693 -0.5424 -0.2823
H -2.0857 0.7944 0.5048
H -2.1601 -0.7736 -1.1219
H 1.0301 0.8694 2.9214
*
```

The total energy comes out at -78355.4790 eV. The LUMO energy comes out at 0.5 eV. The orbital gap comes out at 8.0409 eV.



Record 3
Density functional theory data (ωB97M-V/def2-TZVPD) for a single CH4N2OS2 molecule at a distorted geometry.

ORCA input file:
```
! RIJCOSX wB97M-V def2-TZVPD def2/J DEFGRID3
* xyz 0 1
N -1.8668 2.3141 -0.7115
S -2.1499 0.9609 0.2441
C -0.3545 -0.0657 0.0623
O 0.5534 0.4456 -0.5250
S -0.3569 -1.6514 0.7470
N 1.2852 -1.8373 0.9959
H -1.6465 2.2261 -1.7888
H -1.1468 2.7616 -0.1282
H 1.7193 -1.7801 1.9811
H 1.4598 -2.7387 0.5339
*
```

The total energy comes out at -27798.4785 eV. The LUMO energy comes out at 0.3 eV. The orbital gap comes out at 9.2561 eV. Its structure (SMILES) is NSC(=O)SN.



Record 4
Density functional theory data (ωB97M-V/def2-TZVPD) for 2 unconnected molecules or ions with the total composition C2H8N5OS at a distorted geometry.

ORCA input file:
```
! RIJCOSX wB97M-V def2-TZVPD def2/J DEFGRID3
* xyz 1 1
C 1.5817 -0.1711 0.0055
C -2.0562 -0.8526 -0.0565
N 2.6822 -0.8815 0.3509
N 1.6264 0.4741 -1.2012
N -3.0774 -0.1180 -0.3935
N -0.6534 0.5539 0.9459
N 0.5065 -0.2137 0.8582
O -1.5218 -1.8732 0.0194
S -1.0271 1.9020 0.1203
H 3.5100 -0.6210 -0.1836
H 2.9321 -1.2889 1.2138
H 2.3832 0.1870 -1.7816
H 0.8184 0.7813 -1.7076
H -2.7292 0.9360 -0.3675
H -3.9635 -0.5103 -0.3622
H 0.4500 -0.9923 1.4624
H -1.4619 2.6881 1.0773
*
```

The total energy comes out at -22527.7912 eV. The LUMO energy (spin up / spin down) comes out at -3.1 / -3.1 eV. The orbital gap (spin up / spin down) comes out at 8.6431 / 8.6423 eV.



Record 5
Density functional theory data (ωB97M-V/def2-TZVPD) for 2 unconnected molecules or ions with the total composition C25H23F2OS at a distorted geometry.

ORCA input file:
```
! RIJCOSX wB97M-V def2-TZVPD def2/J DEFGRID3
* xyz 1 1
F -3.8347 2.7415 2.2023
C -3.7433 1.3730 2.2719
C -4.9223 0.6329 2.2321
C -4.8298 -0.7587 2.3599
C -3.5941 -1.3670 2.5150
C -2.3886 -0.6161 2.5188
C -1.1263 -1.2906 2.6114
C 0.0737 -0.6662 2.2882
C 1.3100 -1.2989 2.3054
C 2.5574 -0.6208 2.1436
C 2.6705 0.7977 2.0737
C 3.9374 1.3615 1.9545
F 4.0517 2.7338 1.9223
C 5.1101 0.6128 1.8853
C 4.9981 -0.7847 1.9351
C 3.7510 -1.3866 2.0567
C -2.4842 0.7983 2.3846
H -5.8694 1.1382 2.0907
H -5.7273 -1.3784 2.3370
H -3.5060 -2.4539 2.6060
H -1.1376 -2.3550 2.8665
H 0.0453 0.3745 1.9624
H 1.3379 -2.3848 2.4471
H 1.7928 1.4396 2.1142
H 6.0715 1.1106 1.8059
H 5.8940 -1.4086 1.8821
H 3.6512 -2.4708 2.0778
H -1.5926 1.4241 2.3920
C -0.4345 -5.2275 6.9132
S -0.3290 -4.0188 5.5322
C -0.6522 -5.2751 4.2273
C -1.8812 -3.3150 5.6717
C -1.9590 -1.9061 5.7904
C -3.2946 -1.2992 6.1308
C -4.4901 -2.0282 6.2882
C -5.6748 -1.3926 6.6694
C -5.7009 -0.0087 6.8737
C -4.5215 0.7310 6.7054
C -3.3362 0.0891 6.3418
O -0.9538 -1.1717 5.5968
H 0.5119 -5.7742 6.8619
H -0.5013 -4.6686 7.8531
H -1.3015 -5.8842 6.7644
H 0.3132 -5.7788 4.0946
H -1.4274 -5.9750 4.5754
H -0.9434 -4.7654 3.2994
H -2.7209 -3.9796 5.8770
H -4.4960 -3.1076 6.1317
H -6.5786 -1.9907 6.8094
H -6.6307 0.4870 7.1558
H -4.4969 1.8117 6.8635
H -2.4187 0.6688 6.2373
*
```

The total energy comes out at -44606.9278 eV. The LUMO energy comes out at -5.6 eV. The orbital gap comes out at 4.8483 eV.



Record 6
Density functional theory data (ωB97M-V/def2-TZVPD) for a molecular structure, C30H47BCoO2P2 at a distorted geometry.

ORCA input file:
```
! RIJCOSX wB97M-V def2-TZVPD def2/J DEFGRID3
* xyz 1 5
Co 0.0182 -0.1015 -1.2547
C -0.8615 -1.4947 0.1742
C 0.5222 -1.6810 -0.2449
C 0.4994 -0.2366 1.5800
C -0.8585 -0.5822 1.3018
C 1.3392 -0.8377 0.6255
C -1.9694 -2.4283 -0.1745
H -1.7168 -3.0495 -1.0351
H -2.8989 -1.8872 -0.3827
H -2.1652 -3.1134 0.6627
C -1.9673 -0.5242 2.2852
H -2.9585 -0.5690 1.8058
H -1.9354 0.3828 2.9051
H -1.9050 -1.3868 2.9728
C 0.9829 0.4764 2.7861
H 1.3648 -0.2459 3.5309
H 0.1952 1.0607 3.2733
H 1.8146 1.1645 2.5543
C 2.8180 -0.9176 0.6836
H 3.1294 -1.6233 1.4676
H 3.2628 0.0536 0.9226
H 3.2422 -1.2770 -0.2591
C 1.0415 -2.8902 -0.9703
H 1.3925 -3.6392 -0.2427
H 1.8868 -2.6183 -1.6162
H 0.2475 -3.3485 -1.5656
C -1.9247 1.0436 -5.7279
C -2.0067 -0.3031 -5.7349
C -1.1792 -1.1643 -6.6322
C 0.3151 -0.7489 -6.6995
C 0.9319 -0.1557 -5.4662
C 1.0324 1.1715 -5.2487
C 0.3877 2.2000 -6.1491
C -1.0494 1.8609 -6.6462
H -1.5683 -1.1200 -7.6693
H 0.4038 -0.0071 -7.5023
H -1.2923 -2.2162 -6.3302
H -0.9601 1.3412 -7.6111
H -2.6435 1.6393 -5.1480
H -2.7735 -0.8138 -5.1490
H -1.5661 2.8244 -6.8307
H 0.3760 3.1735 -5.6290
H 1.7567 1.5857 -4.5353
H 1.0197 2.3711 -7.0484
H 0.8976 -1.6407 -6.9962
H 1.4400 -0.8862 -4.8306
P -1.5986 0.4707 -2.4235
P 1.4380 1.4775 -1.6776
C -0.9648 2.0504 -3.0990
C 0.3167 2.6955 -2.5286
H -1.7946 2.7712 -3.0990
H -0.7409 1.7792 -4.1360
H 0.9074 3.1625 -3.3318
H 0.0547 3.4958 -1.8161
C 2.3842 2.4156 -0.4862
H 3.1410 1.7661 -0.0378
H 1.7224 2.8123 0.2848
H 2.8812 3.2344 -1.0209
C 2.7604 0.6264 -2.5932
H 3.3324 1.3436 -3.1984
H 2.3701 -0.1705 -3.2394
H 3.4344 0.1743 -1.8469
C -3.3649 0.3276 -2.3521
H -3.6533 -0.7047 -2.1151
H -3.7834 0.6332 -3.3242
H -3.6984 0.9898 -1.5362
C -0.9004 -1.0833 -3.1634
H 0.0022 -1.5087 -2.6886
H -0.5886 -0.8444 -4.1796
H -1.6700 -1.8613 -3.2147
O -2.3701 1.6504 0.1163
B -0.9378 1.3706 -0.0621
O -0.2635 2.4397 0.6849
C -1.2174 3.1794 1.3251
C -1.0485 4.1080 2.3445
C -2.2087 4.5564 2.9874
C -3.4757 4.0840 2.6189
C -3.6310 3.1581 1.5868
C -2.4802 2.7089 0.9649
H -0.0455 4.4428 2.6116
H -2.1291 5.3040 3.7839
H -4.3664 4.4502 3.1367
H -4.5937 2.7800 1.2621
*
```

The total energy comes out at -92839.1788 eV. The LUMO energy (spin up / spin down) comes out at -1.8 / -3.5 eV. The expectation value of S² is 6.05. The orbital gap (spin up / spin down) comes out at 6.3407 / 7.0436 eV.